One molecule with the formula C18H19N3O2, computed with the ωB97M-V functional and the def2-TZVPD basis.

Element x y z (Å)
O 2.12229 0.08798 2.24311
C 2.29688 0.91069 1.37171
C 1.38295 2.13459 1.21314
C 0.82838 2.14977 -0.19619
O 1.48835 2.49177 -1.15085
N -0.46310 1.71479 -0.27138
N -1.10958 1.68005 -1.45161
C -2.25762 1.15147 -1.56561
C -3.08011 0.49268 -0.54164
C -3.27728 1.04109 0.72571
C -4.03352 0.36860 1.66927
C -4.59785 -0.85819 1.36512
C -4.42627 -1.40109 0.10156
C -3.68163 -0.72819 -0.84747
N 3.30559 0.89497 0.48239
C 4.17589 -0.24922 0.34317
C 3.75137 -1.14281 -0.83208
C 2.32160 -1.58155 -0.67217
C 1.96961 -2.47761 0.33023
C 0.64935 -2.83962 0.51984
C -0.33783 -2.32595 -0.30482
C 0.00674 -1.45071 -1.31897
C 1.32612 -1.06880 -1.49210
H 1.98695 3.03127 1.35764
H 0.60465 2.08818 1.97302
H -0.87896 1.27095 0.54788
H -2.64467 1.15211 -2.57718
H -2.88269 2.02079 0.95905
H -4.18239 0.80600 2.64541
H -5.17982 -1.38467 2.10648
H -4.87888 -2.35037 -0.14468
H -3.54653 -1.15242 -1.83210
H 3.25289 1.53817 -0.29831
H 5.20245 0.10000 0.19905
H 4.11089 -0.80479 1.28111
H 4.41311 -2.01084 -0.86221
H 3.86535 -0.58800 -1.76568
H 2.73469 -2.88712 0.97312
H 0.38864 -3.52482 1.31277
H -1.37114 -2.60714 -0.15833
H -0.75166 -1.05608 -1.97885
H 1.57787 -0.36377 -2.27162

Maximum force in eV/Å: 1.05
HOMO-LUMO gap in Eh: 0.3401
Highest occupied orbital energy in eV: -8.9006
Multiplicity: 1